Version P
DFT (wB97M-V/def2-TZVPD) results for 2 unconnected molecules or ions with the total composition C3H4F2O.

Each line ends with the Mulliken charge.
CARTESIAN COORDINATES (ANGSTROEM)
C: 3.6008 0.6561 -0.1437  0.2167
C: 3.3654 -0.4390 0.3088  0.2372
C: -0.0575 -0.3170 -1.2792  -0.4748
O: -0.0409 0.3011 0.0258  -0.4927
F: 3.4178 1.8536 -0.5063  -0.2155
F: 3.3225 -1.6831 0.5560  -0.2333
H: -0.8563 0.0942 0.4909  0.2882
H: -0.1627 0.4716 -2.1201  0.1811
H: -0.7959 -1.0303 -1.4018  0.3430
H: 0.8739 -0.7471 -1.2972  0.1500

Output
- charge = 0
- orbital gap (eV) = 10.85
- E_HOMO (eV) = -10.146


Version Q
DFT (wB97M-V/def2-TZVPD) results for a molecular structure, C3H4F2O.

Each line ends with the Mulliken charge.
CARTESIAN COORDINATES (ANGSTROEM)
C: 0.3892 -0.4066 -0.1359  -0.3430
C: 1.2402 0.7598 0.3256  0.9181
C: -1.5343 -0.4122 -0.2481  -0.8232
O: 1.0665 0.5908 -1.0020  -0.4275
F: 0.8278 1.8615 0.8637  -0.2320
F: 2.4343 0.4328 0.8264  -0.2438
H: 0.9781 -1.4157 0.0024  0.2652
H: -1.9078 -1.4771 -0.1635  0.2623
H: -1.6931 -0.0746 -1.1587  0.3464
H: -1.8010 0.1412 0.6901  0.2774

Output
- charge = 0
- orbital gap (eV) = 11.83
- E_HOMO (eV) = -10.842


Version R
DFT (wB97M-V/def2-TZVPD) results for a single C3H4F2O molecule.

Each line ends with the Mulliken charge.
CARTESIAN COORDINATES (ANGSTROEM)
C: 0.4620 0.4600 0.1182  0.3972
C: 0.8325 -1.0320 -0.1190  -0.8744
C: -1.0271 0.7441 0.0598  0.4141
O: 1.3328 1.2413 0.3689  -0.5126
F: -1.5575 -0.0872 -0.9218  -0.2520
F: -1.3146 2.0303 -0.0706  -0.2202
H: 0.5144 -1.4220 0.8131  0.2882
H: 0.2018 -1.3808 -0.9844  0.3069
H: 1.9097 -0.9516 -0.2977  0.2908
H: -1.3539 0.3978 1.0335  0.1620

Output
- charge = 0
- orbital gap (eV) = 10.78
- E_HOMO (eV) = -10.132


Which one is most stable, and which one is least stable? version R is the most stable of them, while version P is the least stable.


Version P
DFT (wB97M-V/def2-TZVPD) results for 2 unconnected molecules or ions with the total composition C3H6N2O2.

Each line ends with the Mulliken charge.
CARTESIAN COORDINATES (ANGSTROEM)
C: -1.7267 -0.0180 -1.4386  -0.4427
O: -1.4403 -0.0193 0.5769  -0.6100
C: -0.1835 -0.0233 0.4598  0.6981
N: 0.2680 -0.0501 -0.7543  -0.5345
N: 0.5721 0.0082 1.6318  -0.0755
C: 1.9418 0.0304 1.7279  0.0808
O: 2.5430 0.0582 2.7710  -0.5242
H: -2.6532 -0.4443 -1.0755  0.2612
H: -1.2995 -0.5729 -2.2642  0.2539
H: -1.7549 1.0527 -1.5916  0.2862
H: 1.2606 -0.0616 -0.9511  0.1605
H: 0.0540 0.0193 2.4987  0.2388
H: 2.4447 0.0213 0.7481  0.2075

Output
- charge = 0
- orbital gap (eV) = 9.84
- E_HOMO (eV) = -9.860


Version Q
DFT (wB97M-V/def2-TZVPD) results for a single C3H6N2O2 molecule.

Each line ends with the Mulliken charge.
CARTESIAN COORDINATES (ANGSTROEM)
C: 0.8999 0.6777 -0.0795  -0.6091
C: 1.0762 -0.9651 -0.3604  -0.5549
C: -1.2287 -0.2759 0.1824  0.4791
H: -2.1802 1.9407 -0.0307  0.3698
H: 1.7890 0.7383 -0.8748  0.2744
H: 1.3437 0.8783 0.8265  0.4183
H: 1.0661 -0.9494 -1.4258  0.3398
H: 1.8055 -1.3683 0.3302  0.3680
H: -0.4650 -2.1640 0.6447  0.2590
N: -0.5330 0.8577 -0.5003  -0.0710
N: -0.2730 -1.2392 0.1582  -0.1472
O: -0.9995 1.9805 0.1985  -0.4941
O: -2.3008 -0.1112 0.9307  -0.6321

Output
- charge = 0
- orbital gap (eV) = 10.01
- E_HOMO (eV) = -9.289


Version R
DFT (wB97M-V/def2-TZVPD) results for a single C3H6N2O2 molecule.

Each line ends with the Mulliken charge.
CARTESIAN COORDINATES (ANGSTROEM)
N: 1.6230 0.3563 0.9959  -0.3880
C: 0.2871 0.5679 1.0638  0.5151
O: -0.3577 0.2989 2.0600  -0.5977
C: -0.3587 1.1528 -0.1988  -0.3459
O: -1.3690 0.3122 -0.7162  -0.3808
C: -1.0515 -1.0104 -0.7940  0.1326
N: -0.7315 -1.5528 -1.8833  -0.6080
H: 2.0894 -0.0221 1.8099  0.2363
H: 2.1165 0.5219 0.1353  0.2057
H: 0.3956 1.3710 -0.9710  0.3097
H: -0.8694 2.0796 0.0775  0.2351
H: -1.1673 -1.5185 0.1648  0.4199
H: -0.6065 -2.5568 -1.7439  0.2659

Output
- charge = 0
- orbital gap (eV) = 10.82
- E_HOMO (eV) = -10.071


Version S
DFT (wB97M-V/def2-TZVPD) results for a single C3H6N2O2 molecule.

Each line ends with the Mulliken charge.
CARTESIAN COORDINATES (ANGSTROEM)
C: -1.6820 -0.4693 0.5057  -0.6884
C: 1.1214 1.0644 -0.3895  0.0011
C: 2.0412 -0.0236 -0.1116  0.4809
H: -1.1669 -0.9539 1.3592  0.2936
H: -2.2574 0.4973 1.0170  0.2896
H: -2.7403 -1.0215 0.2775  0.2781
H: -1.3980 0.3895 -1.3565  0.3716
H: 1.4353 1.9975 0.0260  0.3864
H: 0.7746 -1.3726 -0.5300  0.4728
N: -0.6880 -0.1935 -0.6722  -0.5202
N: -0.2309 1.2394 -0.1796  -0.4291
O: 1.7446 -1.3660 -0.4105  -0.4947
O: 3.0464 0.2122 0.4645  -0.4416

Output
- charge = 0
- orbital gap (eV) = 10.19
- E_HOMO (eV) = -11.003


Which one is most stable, and which one is least stable? version R is the most stable of them, while version Q is the least stable.


Version P
DFT (wB97M-V/def2-TZVPD) results for a gas-phase ion, C4H8NO3 (charge -1).

Each line ends with the Mulliken charge.
CARTESIAN COORDINATES (ANGSTROEM)
O: 0.5216 1.8910 0.0586  -0.7125
C: 0.3201 0.6847 0.2659  0.6453
N: 1.2544 -0.2524 0.1253  -0.0890
C: 2.7019 -0.1396 -0.4140  -0.2797
O: 3.1966 -1.3230 -0.6658  -0.8644
C: -1.0501 0.2491 0.8037  -0.7818
C: -1.9474 -0.5556 -0.0982  -0.3725
O: -3.0777 0.2036 -0.6074  -0.5726
H: 0.9844 -1.2330 0.1786  0.2008
H: 3.2394 0.4052 0.4160  0.1326
H: 2.6177 0.5379 -1.2959  0.1586
H: -0.7420 -0.4097 1.6290  0.3126
H: -1.4812 1.1758 1.1734  0.3129
H: -1.3997 -0.8427 -0.9989  0.3072
H: -2.4224 -1.3690 0.4372  0.2969
H: -2.7157 0.9776 -1.0075  0.3056

Output
- charge = -1
- orbital gap (eV) = 6.39
- E_HOMO (eV) = -2.944


Version Q
DFT (wB97M-V/def2-TZVPD) results for a gas-phase ion, C4H8NO3 (charge -1).

Each line ends with the Mulliken charge.
CARTESIAN COORDINATES (ANGSTROEM)
C: -0.9755 1.7735 -0.7584  -0.3404
O: -1.1012 1.9777 -2.0405  -0.8998
C: -0.4541 0.2671 -0.5550  0.1129
C: 0.8445 0.0822 0.3239  -0.7940
C: 0.7399 -1.0834 1.3188  0.4712
O: -0.2301 -0.7903 2.2543  -0.4133
O: 1.4356 -2.0916 1.4300  -0.6164
N: 0.0028 -0.2792 -1.8860  -0.7272
H: -0.2730 2.5587 -0.2028  0.1189
H: -1.8950 1.9940 -0.1312  0.1456
H: -1.1634 -0.3944 -0.2193  0.4673
H: 1.1531 0.9369 0.8907  0.3868
H: 1.6847 -0.1268 -0.3262  0.3321
H: -0.5449 -1.5198 2.7164  0.2931
H: -0.1510 0.5142 -2.4930  0.2669
H: -0.5937 -1.0124 -2.1584  0.1962

Output
- charge = -1
- orbital gap (eV) = 6.06
- E_HOMO (eV) = -2.756


Which one is most stable, and which one is least stable? version P is the most stable of them, while version Q is the least stable.


Version P
DFT (wB97M-V/def2-TZVPD) results for 2 unconnected molecules or ions with the total composition C4H8NO3.

Each line ends with the Mulliken charge.
CARTESIAN COORDINATES (ANGSTROEM)
C: -1.1161 -0.6847 -2.0488  -0.7595
C: -1.8854 -0.7340 -0.7608  0.4690
O: -3.0373 -1.2225 -0.6258  -0.6855
N: -1.4213 -0.1386 0.3917  -0.4539
H: -2.1210 0.5656 0.8180  0.2286
H: -0.4896 0.4271 0.2361  0.4738
H: -0.7432 0.3135 -2.1785  0.2544
H: -1.5932 -1.0269 -2.9902  0.2806
H: -0.2286 -1.3791 -1.8780  0.2207
C: 1.7572 0.1000 1.7918  -0.9212
C: 1.8221 1.1414 0.6084  0.5688
O: 2.8423 1.8517 0.7072  -0.7248
O: 0.8645 1.1829 -0.1935  -0.7328
H: 2.2146 -0.8010 1.4104  0.1821
H: 0.7792 -0.1399 2.0209  0.3743
H: 2.3558 0.5448 2.6912  0.2254

Output
- charge = -1
- orbital gap (eV) = 8.33
- E_HOMO (eV) = -4.543


Version Q
DFT (wB97M-V/def2-TZVPD) results for 2 unconnected molecules or ions with the total composition C4H8NO3.

Each line ends with the Mulliken charge.
CARTESIAN COORDINATES (ANGSTROEM)
C: -0.7986 -0.0726 -2.6765  -0.8699
C: 0.3046 0.7079 -2.0553  0.5777
O: 1.0521 1.4675 -2.6935  -0.7147
N: 0.3977 0.7911 -0.6989  -0.2391
H: 1.2421 1.2656 -0.4269  0.2005
H: -0.1022 0.2493 0.0248  0.2186
H: -1.6687 0.5878 -2.6454  0.2038
H: -0.8227 -1.0599 -2.2150  0.3025
H: -0.6240 -0.3146 -3.7314  0.3103
C: 1.0248 -1.1055 2.5002  -0.8519
C: -0.4283 -0.6728 1.9789  0.5501
O: -0.8280 -1.1724 0.8857  -0.7787
O: -0.8673 0.3448 2.5378  -0.6908
H: 1.2613 -0.3604 3.2714  0.2798
H: 1.6286 -1.1473 1.5870  0.2023
H: 1.0921 -1.9694 3.1461  0.2994

Output
- charge = -1
- orbital gap (eV) = 8.45
- E_HOMO (eV) = -4.598


Which one is most stable, and which one is least stable? version Q is the most stable of them, while version P is the least stable.